Molecular formula: C2N2S2
Method: DFT, ωB97M-V with the def2-TZVPD basis set

```
6
Properties=species:S:1:pos:R:3:mulliken_charge:R:1
C 1.29 1.47 -0.24 0.315
S 1.48 0.02 0.59 -0.016
C -1.54 1.15 0.27 0.330
N -1.64 1.97 1.09 -0.286
N 1.05 2.46 -0.79 -0.311
S -1.55 -0.14 -0.73 -0.032
```

Its total charge is 0. The total energy comes out at -981.9476 a.u. The value obtained for the energy above the lowest of the compared OMol25 structures with the same formula, charge and spin is 68.5 kcal per mole.


Molecular formula: C2NO2S
Method: DFT, ωB97M-V with the def2-TZVPD basis set

```
6
Properties=species:S:1:pos:R:3:mulliken_charge:R:1
N 0.68 -0.28 1.01 -0.487
C 1.28 0.37 0.20 0.543
O -1.06 -1.48 -0.28 -0.457
O 1.98 0.76 -0.65 -0.515
S -2.01 0.96 -0.26 -0.445
C -0.87 -0.32 -0.02 0.360
```

Its total charge is -1. The total energy comes out at -679.6917 a.u. The value obtained for the energy above the lowest of the compared OMol25 structures with the same formula, charge and spin is 10.2 kcal per mole.


Molecular formula: C2NO3S
Method: DFT, ωB97M-V with the def2-TZVPD basis set

```
7
Properties=species:S:1:pos:R:3:mulliken_charge:R:1
C 1.99 -0.45 0.28 0.288
S 0.62 -0.60 -0.77 0.070
O -0.31 -0.36 0.53 -0.268
N 2.87 -0.12 0.96 -0.525
O -2.48 0.37 0.63 -0.643
O -1.35 0.07 -1.32 -0.636
C -1.55 0.06 -0.08 0.713
```

Its total charge is -1. The total energy comes out at -754.9340 a.u. The value obtained for the energy above the lowest of the compared OMol25 structures with the same formula, charge and spin is 8.5 kcal per mole.


Molecular formula: C2NO4
Method: DFT, ωB97M-V with the def2-TZVPD basis set

```
7
Properties=species:S:1:pos:R:3:mulliken_charge:R:1
O 0.77 -1.11 -0.08 -0.163
C -1.01 0.11 -0.02 0.501
C 1.07 0.29 0.01 0.663
O 2.26 0.51 0.06 -0.633
N -0.03 0.99 -0.04 -0.522
O -0.61 -1.20 0.08 -0.138
O -2.45 0.41 0.00 -0.708
```

Its total charge is -1. The total energy comes out at -431.9199 a.u. Its SMILES is O=c1nc([O-])oo1. The value obtained for the energy above the lowest of the compared OMol25 structures with the same formula, charge and spin is 30.6 kcal per mole.